Record 1
{"formula": "C15H23Cl3NO4RhSSi", "method": "the ωB97M-V functional and the def2-TZVPD basis", "spin_multiplicity": 5, "lumo_ev": [0.42, -2.75], "energy_ha": -3119.5135, "homo_lumo_gap_ev": [9.134, 5.928], "largest_force_ev_per_a": 0.57, "s_squared": 6.033, "symbols": ["Rh", "C", "Si", "C", "C", "C", "C", "C", "C", "N", "C", "S", "H", "H", "H", "H", "H", "H", "H", "H", "H", "H", "H", "H", "C", "C", "C", "C", "C", "C", "H", "H", "H", "H", "H", "H", "H", "H", "H", "O", "Cl", "O", "O", "O", "Cl", "C", "Cl", "H", "H"], "xyz": [[-0.3418, 0.6636, -1.4098], [4.5668, -0.4975, 1.4900], [3.9088, 1.1137, 2.1400], [4.3513, 1.2716, 3.9441], [4.5816, 2.5686, 1.2002], [2.0208, 1.1362, 2.0304], [1.2330, 1.3165, 3.1679], [-0.1547, 1.3618, 3.1054], [-0.7600, 1.2256, 1.8723], [-0.0266, 1.0458, 0.7778], [1.3068, 0.9967, 0.8376], [1.9694, 0.7533, -0.7805], [5.6513, -0.5359, 1.6213], [4.3487, -0.6341, 0.4298], [4.1305, -1.3362, 2.0373], [5.4385, 1.2676, 4.0535], [3.9576, 0.4403, 4.5336], [3.9836, 2.2051, 4.3762], [5.6698, 2.6177, 1.2844], [4.1677, 3.4971, 1.6000], [4.3247, 2.5129, 0.1406], [1.7143, 1.4267, 4.1325], [-0.7554, 1.5071, 3.9918], [-1.8306, 1.2730, 1.7286], [-3.1170, -3.8629, -2.3763], [-3.1085, -2.9924, -1.1101], [-2.7890, -3.8547, 0.1197], [-4.4701, -2.3048, -0.9360], [-2.0725, -1.9652, -1.2588], [-1.2122, -1.0965, -1.3873], [-3.9199, -4.5984, -2.2995], [-2.1701, -4.3900, -2.4936], [-3.2883, -3.2559, -3.2654], [-3.5729, -4.6036, 0.2479], [-2.7434, -3.2442, 1.0218], [-1.8336, -4.3655, -0.0004], [-5.2496, -3.0628, -0.8379], [-4.6989, -1.6745, -1.7952], [-4.4775, -1.6774, -0.0446], [-2.8633, 2.1760, -0.2769], [-2.3292, 2.8133, -1.4522], [-2.9170, 4.0844, -1.6951], [-2.4917, 1.9134, -2.5901], [-0.8557, 2.9770, -1.2753], [-1.2732, -0.4120, -5.0282], [-0.7239, 1.2540, -5.0205], [0.5406, 1.5634, -3.7931], [-1.5531, 1.9070, -4.7812], [-0.2662, 1.4753, -5.9765]], "forces_ev_per_a": [[0.4, 0.2, 0.3], [0.0, -0.1, -0.1], [-0.1, 0.0, 0.0], [0.0, 0.0, 0.1], [0.0, 0.1, -0.1], [-0.1, 0.0, 0.0], [0.0, 0.0, 0.0], [0.0, 0.0, 0.0], [0.0, 0.0, -0.1], [-0.1, -0.1, 0.0], [0.0, 0.0, 0.0], [-0.1, -0.1, 0.0], [0.0, 0.0, 0.0], [0.0, 0.0, 0.0], [0.0, 0.0, 0.0], [0.0, 0.0, 0.0], [0.0, 0.0, 0.0], [0.0, 0.0, 0.0], [0.0, 0.0, 0.0], [0.0, 0.0, 0.0], [0.0, 0.0, 0.0], [0.0, 0.0, 0.0], [0.0, 0.0, 0.0], [0.0, 0.0, 0.0], [0.0, 0.0, 0.0], [0.1, 0.1, 0.0], [0.0, 0.0, 0.0], [0.0, 0.0, 0.0], [0.0, -0.1, 0.0], [-0.1, 0.2, -0.1], [0.0, 0.0, 0.0], [0.0, 0.0, 0.0], [0.0, 0.0, 0.0], [0.0, 0.0, 0.0], [0.0, 0.0, 0.0], [0.0, 0.0, 0.0], [0.0, 0.0, 0.0], [0.0, 0.0, 0.0], [0.0, 0.0, 0.0], [0.1, 0.3, -0.2], [0.0, -0.1, 0.0], [0.1, -0.2, 0.0], [0.0, 0.2, 0.2], [-0.4, -0.4, 0.0], [0.0, 0.0, 0.0], [0.0, 0.1, 0.0], [0.1, -0.1, -0.2], [0.0, 0.0, 0.0], [0.0, 0.0, 0.0]], "mulliken_spin": [2.733, 0.008, -0.005, 0.000, 0.006, 0.017, -0.001, 0.021, -0.009, 0.161, 0.006, 0.503, 0.001, -0.001, -0.001, 0.000, 0.000, 0.000, 0.000, 0.000, 0.000, -0.002, 0.001, 0.003, 0.022, 0.017, 0.024, 0.025, 0.113, 0.175, 0.002, -0.003, -0.001, 0.002, -0.002, -0.002, 0.002, -0.003, -0.003, 0.003, 0.022, 0.006, 0.025, 0.067, 0.003, -0.003, 0.065, 0.000, 0.004]}

***

Record 2
{"formula": "C11H11I2N4O2STc", "method": "the ωB97M-V functional and the def2-TZVPD basis", "spin_multiplicity": 4, "lumo_ev": [-12.86, -12.53], "total_charge": 3, "energy_ha": -1868.4989, "homo_lumo_gap_ev": [6.009, 6.595], "largest_force_ev_per_a": 2.88, "s_squared": 4.056, "symbols": ["Tc", "I", "C", "I", "H", "H", "N", "C", "C", "C", "C", "C", "C", "S", "O", "O", "N", "C", "N", "C", "C", "C", "N", "H", "H", "H", "H", "H", "H", "H", "H", "H"], "xyz": [[0.0429, -0.1377, -0.2124], [2.6232, 0.6253, -0.1738], [1.9467, 2.6988, -0.0741], [-0.2390, 2.5233, -0.0724], [2.3082, 3.2335, -0.9576], [2.3254, 3.1661, 0.8389], [-7.4113, -1.4944, 3.4738], [-6.4841, -1.0403, 2.6523], [-5.5669, -0.0198, 3.0698], [-4.5673, 0.3994, 2.2244], [-4.4581, -0.1739, 0.9572], [-5.3633, -1.1337, 0.4949], [-6.3683, -1.5654, 1.3257], [-3.1751, 0.3556, -0.1729], [-2.6903, 1.6731, 0.1462], [-3.4840, -0.0068, -1.5035], [-1.7694, -0.6057, 0.1564], [-1.6560, -1.9595, 0.1017], [-2.5980, -2.8634, 0.1802], [-2.2320, -4.1370, 0.0909], [-0.9020, -4.5179, -0.0716], [0.0512, -3.4992, -0.1372], [-0.3274, -2.2346, -0.0576], [-7.5132, -1.1339, 4.4191], [-8.0708, -2.2162, 3.1904], [-5.6752, 0.4134, 4.0544], [-3.8816, 1.1784, 2.5195], [-5.2751, -1.5095, -0.5124], [-7.0822, -2.3002, 0.9825], [-3.0300, -4.8696, 0.1549], [-0.6222, -5.5596, -0.1465], [1.1055, -3.7138, -0.2683]], "forces_ev_per_a": [[0.1, 0.7, 0.3], [0.0, 0.5, 0.1], [-0.1, -0.1, -0.2], [1.6, 0.2, -0.1], [-0.2, -0.2, 0.1], [-0.2, -0.3, -0.1], [0.0, 0.1, 0.0], [0.2, 0.1, -0.2], [0.1, 0.1, 0.1], [0.0, 0.1, 0.2], [0.1, 0.0, -0.2], [-0.3, -0.2, 0.0], [0.1, -0.1, -0.3], [0.5, 0.5, 0.1], [-1.2, -0.8, 0.3], [-0.4, -0.2, -0.1], [-0.4, 1.3, -0.2], [0.4, -2.8, 0.0], [-0.6, 1.2, 0.2], [0.3, -0.5, -0.1], [0.0, 0.3, 0.0], [0.1, -0.8, -0.1], [-0.3, 0.6, 0.0], [0.0, 0.0, 0.0], [0.1, 0.1, 0.0], [0.0, 0.1, 0.1], [0.0, 0.1, 0.1], [0.0, -0.1, -0.1], [-0.1, -0.1, -0.1], [0.1, 0.0, 0.0], [0.1, 0.0, 0.0], [0.0, 0.1, 0.0]], "mulliken_spin": [2.420, -0.014, -0.015, 0.022, 0.001, 0.002, 0.397, 0.117, 0.214, -0.081, 0.235, -0.079, 0.198, 0.022, 0.003, -0.022, -0.207, 0.002, -0.074, 0.047, -0.091, 0.025, -0.083, -0.015, -0.015, -0.005, 0.001, 0.003, -0.005, 0.000, -0.002, -0.003]}

***

Record 3
{"formula": "C9H14O", "method": "the ωB97M-V functional and the def2-TZVPD basis", "spin_multiplicity": 2, "lumo_ev": [-4.01, -7.84], "total_charge": 1, "de_lowest_kj_mol": 181.7, "energy_ha": -426.2070, "homo_lumo_gap_ev": [10.174, 6.463], "largest_force_ev_per_a": 7.28, "s_squared": 0.766, "symbols": ["C", "C", "H", "H", "H", "H", "H", "H", "C", "C", "C", "C", "C", "C", "C", "O", "H", "H", "H", "H", "H", "H", "H", "H"], "xyz": [[-2.7074, -0.1032, -1.4405], [-2.6046, -0.7498, -0.0570], [-1.8668, 0.5271, -1.8294], [-2.9258, -0.7482, -2.2695], [-3.4384, 0.7632, -1.3185], [-1.7858, -1.4539, 0.0756], [-2.5650, 0.0222, 0.8121], [-3.6172, -1.2393, -0.0474], [0.7033, 1.3046, -1.5782], [1.2162, 0.5605, -0.4005], [0.8159, -0.7826, -0.2701], [1.9563, 1.2906, 0.4026], [1.1289, -1.3582, 0.9685], [2.3425, 0.7360, 1.6737], [1.9150, -0.5679, 1.9189], [1.8689, -1.0044, 3.2348], [0.8111, 0.8873, -2.5757], [1.1817, 2.2545, -1.7867], [0.3178, -1.2225, -1.0799], [2.3196, 2.2792, 0.2558], [0.9898, -2.4056, 1.2170], [2.8481, 1.3696, 2.2813], [1.4990, -1.8995, 3.3746], [-0.4032, 1.5403, -1.5617]], "forces_ev_per_a": [[0.6, 3.4, 0.3], [-1.3, 0.9, 0.5], [-0.1, -0.9, 0.6], [-0.6, -0.5, -0.1], [0.2, -1.5, -0.5], [-0.2, -0.2, -0.1], [-0.1, -1.2, -1.6], [1.2, -0.1, 0.9], [-1.1, 1.1, -1.6], [-2.8, 0.1, -4.9], [1.5, -0.6, 4.0], [3.5, -0.3, 6.4], [0.9, 0.7, -2.0], [-1.7, 0.0, -4.5], [-2.6, -2.1, 3.0], [1.0, 1.0, -2.3], [0.0, -1.2, 0.1], [0.2, 0.4, 0.8], [-0.7, -0.9, -0.7], [-0.3, 0.6, -0.6], [-0.4, 0.1, -0.1], [1.5, 1.2, 2.4], [0.1, 0.4, -0.5], [1.1, -0.4, 0.5]], "mulliken_spin": [0.004, -0.001, 0.003, 0.000, 0.000, 0.001, 0.000, 0.000, -0.001, 0.203, 0.022, 0.025, 0.088, 0.153, 0.264, 0.187, 0.017, 0.003, 0.003, -0.002, 0.003, -0.003, -0.008, 0.038]}

***

Record 4
{"formula": "C8H19NO3P", "method": "the ωB97M-V functional and the def2-TZVPD basis", "lumo_ev": -4.06, "total_charge": 1, "de_lowest_kj_mol": 421.0, "energy_ha": -937.6657, "homo_lumo_gap_ev": 8.137, "largest_force_ev_per_a": 2.92, "symbols": ["P", "C", "C", "C", "C", "N", "C", "H", "H", "H", "H", "H", "H", "H", "C", "O", "H", "H", "H", "H", "C", "O", "H", "H", "H", "H", "C", "O", "H", "H", "H", "H"], "xyz": [[-0.4237, -0.9767, 2.8595], [-2.2399, -1.1835, 2.5657], [-2.8964, -2.5191, 2.5114], [-4.3451, -2.4949, 2.2429], [-4.9896, -1.1899, 2.0601], [-4.4062, 0.0437, 2.1250], [-3.0717, 0.0092, 2.3546], [0.1624, -0.8435, 1.5555], [-0.1218, 0.2257, 3.5626], [0.1707, -2.1325, 3.4365], [-2.3200, -3.4656, 2.6499], [-4.9079, -3.4483, 2.1583], [-6.0940, -1.2073, 1.8551], [-2.5382, 0.9990, 2.3914], [1.2148, -0.6712, -1.4390], [1.6968, -1.8111, -0.7294], [0.7185, -0.0022, -0.7355], [2.0513, -0.1481, -1.9057], [0.4992, -0.9875, -2.2016], [2.1292, -2.3840, -1.3728], [3.3756, 1.4584, -4.1242], [3.8596, 0.3180, -3.4198], [2.8815, 2.1216, -3.4155], [4.2092, 1.9870, -4.5921], [2.6582, 1.1471, -4.8878], [4.2919, -0.2531, -4.0646], [1.4688, 2.6724, 0.0453], [1.4821, 3.0890, -1.3108], [1.9158, 1.6814, 0.1098], [2.0494, 3.3701, 0.6537], [0.4359, 2.6297, 0.4075], [1.0836, 3.9662, -1.3462]], "forces_ev_per_a": [[-1.2, -0.1, -1.5], [-2.2, -0.8, 0.0], [-1.4, 2.4, -0.4], [2.3, 1.7, 0.2], [0.1, -1.3, 0.2], [1.5, -2.4, 0.2], [1.2, -0.6, 0.4], [0.0, -0.1, 0.8], [-0.1, -0.7, -0.1], [-0.3, 0.6, 0.0], [-0.7, 0.9, -0.1], [0.4, 1.0, 0.1], [1.3, 0.2, 0.2], [-0.8, -0.9, 0.0], [0.2, -0.2, -0.3], [-0.2, -0.1, 0.3], [0.0, -0.1, 0.0], [-0.2, 0.1, -0.1], [-0.1, 0.2, 0.0], [0.0, 0.1, 0.2], [0.1, -0.1, -0.1], [0.0, -0.2, 0.1], [0.0, -0.1, 0.0], [-0.1, 0.1, -0.1], [0.0, 0.2, 0.0], [0.0, 0.1, 0.2], [0.0, 0.4, -0.2], [-0.1, -0.1, 0.0], [0.1, 0.1, -0.1], [0.0, -0.1, 0.2], [0.0, -0.1, 0.2], [0.1, -0.1, -0.1]], "lowdin_charge": [1.091, -0.392, -0.036, -0.014, -0.088, 0.072, -0.153, 0.003, 0.023, 0.023, 0.113, 0.115, 0.128, 0.115, -0.152, -0.144, 0.044, 0.064, 0.088, 0.081, -0.147, -0.143, 0.062, 0.079, 0.079, 0.078, -0.171, -0.119, 0.061, 0.083, 0.070, 0.084]}

***

Record 5
{"formula": "C3H7BrN", "method": "the ωB97M-V functional and the def2-TZVPD basis", "lumo_ev": -4.22, "total_charge": 1, "de_lowest_kj_mol": 87.3, "smiles": "[NH3+]C/C=C/Br", "energy_ha": -2746.9382, "homo_lumo_gap_ev": 8.947, "largest_force_ev_per_a": 3.48, "symbols": ["C", "C", "C", "N", "Br", "H", "H", "H", "H", "H", "H", "H"], "xyz": [[0.2804, -0.4953, 0.0464], [-0.5628, 0.6910, 0.3159], [-0.9511, 1.2034, 1.4949], [1.0095, -0.9241, -1.3934], [-2.3661, 2.4604, 1.7681], [1.0963, -0.5365, 0.6942], [-0.4775, -1.1929, 0.3329], [-1.1368, 0.8929, -0.4909], [-0.4796, 0.8691, 2.3277], [0.9290, -1.9310, -1.7023], [0.6292, -0.3450, -2.1494], [2.0294, -0.6920, -1.2441]], "forces_ev_per_a": [[0.1, -1.1, 0.2], [0.1, 1.2, 0.7], [-0.4, 0.3, -2.9], [-0.3, 1.0, 1.3], [0.9, -0.8, -0.3], [1.3, -0.4, 1.1], [0.3, -1.8, -0.6], [-2.0, 1.3, -2.6], [1.2, -0.5, 2.8], [-0.1, 1.2, 0.9], [0.3, -0.1, 0.0], [-1.3, -0.3, -0.5]], "lowdin_charge": [-0.059, -0.201, -0.530, 0.209, 0.740, 0.103, 0.128, 0.066, 0.026, 0.185, 0.154, 0.180]}

***

Record 6
{"formula": "C6H9N", "method": "the ωB97M-V functional and the def2-TZVPD basis", "lumo_ev": 1.00, "de_lowest_kj_mol": 758.1, "energy_ha": -288.4933, "homo_lumo_gap_ev": 7.567, "largest_force_ev_per_a": 3.06, "symbols": ["C", "N", "C", "C", "C", "C", "C", "H", "H", "H", "H", "H", "H", "H", "H", "H"], "xyz": [[2.1595, 0.3349, 0.0015], [0.7093, 0.3133, -0.0769], [-0.0178, -0.6686, 0.7281], [-1.4951, -0.1382, 0.6949], [-1.4237, 0.9644, -0.3375], [-0.6548, -0.0203, -1.1780], [-0.9950, -1.2100, -0.2230], [2.3093, 0.5481, 1.0698], [2.5869, 1.1656, -0.5835], [2.6701, -0.5954, -0.2576], [0.3501, -1.2417, 1.5752], [-2.0714, -0.2171, 1.6079], [0.0891, 1.5565, 0.3648], [-2.2477, 1.5448, -0.7365], [-0.6126, -0.1147, -2.2823], [-1.3563, -2.2217, -0.3668]], "forces_ev_per_a": [[0.1, -0.2, 0.1], [-0.1, 0.1, 0.1], [-0.1, 0.0, 0.5], [-0.3, 0.1, 0.3], [0.4, 0.7, 0.4], [0.5, 0.7, 0.3], [0.0, 0.0, -0.1], [0.5, -0.1, -0.3], [-0.3, -0.3, 0.1], [-0.1, 0.0, 0.0], [0.3, 0.6, 0.0], [-0.1, -0.1, -0.2], [-1.3, -1.9, -2.0], [-0.1, -0.3, 0.2], [0.6, 0.5, 0.8], [0.3, 0.1, -0.2]], "lowdin_charge": [-0.091, -0.165, -0.246, -0.203, -0.162, -0.045, -0.157, 0.088, 0.082, 0.076, 0.143, 0.121, 0.251, 0.056, 0.127, 0.126]}

***

Record 7
{"formula": "C4H6Cl2O", "method": "the ωB97M-V functional and the def2-TZVPD basis", "lumo_ev": [0.58, 0.66], "de_lowest_kj_mol": 242.3, "energy_ha": -1151.5366, "homo_lumo_gap_ev": [7.980, 8.024], "largest_force_ev_per_a": 0.81, "symbols": ["C", "C", "C", "C", "O", "Cl", "Cl", "H", "H", "H", "H", "H", "H"], "xyz": [[-1.0174, 0.8455, 0.8084], [0.4383, 0.6377, 0.7753], [-1.1820, 1.3263, -0.6184], [1.0224, -0.5592, 0.1199], [-1.0703, 0.4511, -1.6334], [1.4582, 2.0096, 1.0014], [-0.7222, 2.9595, -0.9713], [-1.5712, -0.0751, 0.9691], [-1.3452, 1.6110, 1.5071], [0.5449, -0.7448, -0.8544], [0.8301, -1.4463, 0.7260], [2.0952, -0.4481, -0.0193], [-0.4453, 0.7449, -2.3176]], "forces_ev_per_a": [[-0.1, 0.2, -0.1], [-0.1, 0.2, -0.4], [0.7, 0.3, 0.4], [0.0, 0.0, 0.1], [-0.3, -0.2, -0.3], [0.1, -0.2, 0.2], [-0.3, -0.2, -0.2], [0.0, -0.1, 0.0], [0.0, 0.0, 0.0], [0.2, 0.0, 0.1], [0.0, -0.1, 0.0], [0.0, -0.1, 0.0], [-0.1, 0.1, 0.2]], "lowdin_charge": [-0.256, -0.720, -0.725, -0.121, -0.050, 0.641, 0.665, 0.122, 0.109, 0.072, 0.084, 0.069, 0.109]}

***

Record 8
{"formula": "C8H14", "method": "the ωB97M-V functional and the def2-TZVPD basis", "lumo_ev": 1.16, "de_lowest_kj_mol": 232.7, "smiles": "C/C=C/C=C/CCC", "energy_ha": -313.1288, "homo_lumo_gap_ev": 9.230, "largest_force_ev_per_a": 4.02, "symbols": ["C", "C", "C", "C", "C", "C", "C", "C", "H", "H", "H", "H", "H", "H", "H", "H", "H", "H", "H", "H", "H", "H"], "xyz": [[0.3700, -1.6625, -2.7405], [-0.8213, -0.9063, -2.3340], [-0.5144, 0.6548, -2.1079], [-0.4170, 0.8820, 0.4406], [0.1447, 0.7540, -0.7533], [0.5663, 0.3628, 4.1362], [-0.1119, 0.4294, 2.7634], [0.4546, 0.8163, 1.5684], [0.7855, -1.0513, -3.6496], [0.1599, -2.6535, -3.1230], [1.3068, -1.7942, -2.0276], [-1.5152, -0.9398, -3.2042], [-1.3012, -1.1251, -1.3002], [-1.4417, 1.1751, -2.1947], [0.1201, 1.0922, -2.9222], [-1.4766, 0.9286, 0.7248], [1.2456, 0.6512, -0.7024], [0.7918, -0.7075, 4.3480], [-0.0475, 0.6931, 4.9600], [1.3009, 1.1936, 4.0280], [-1.1531, 0.2169, 2.7475], [1.5538, 0.9901, 1.3426]], "forces_ev_per_a": [[3.9, 0.2, -1.0], [-1.5, 2.5, 1.4], [1.1, -1.4, -0.3], [-0.3, -0.2, -0.4], [0.2, 0.7, -1.1], [-0.1, 0.4, -1.6], [1.8, 1.1, -0.6], [0.2, -0.8, 2.9], [-0.4, -1.3, 1.4], [-0.2, -0.2, 0.0], [-2.2, 0.5, -1.0], [-0.1, -0.3, 0.9], [0.5, -0.5, -2.1], [-0.8, 0.4, 0.4], [-0.2, -0.6, 0.7], [0.2, 0.1, -0.8], [-0.6, 0.1, -0.4], [0.9, 1.0, 0.0], [-0.7, 0.1, 0.0], [0.6, -1.5, 0.6], [-0.9, -0.1, -0.1], [-1.4, -0.2, 0.9]], "lowdin_charge": [-0.168, -0.287, -0.198, -0.162, -0.140, -0.107, -0.153, -0.139, 0.103, 0.051, 0.111, 0.108, 0.131, 0.086, 0.111, 0.122, 0.111, 0.081, 0.050, 0.080, 0.077, 0.131]}